# 1
Entry from the Open Molecules 2025 dataset: a cluster of 3 separate species, C2H9NO3 in total at a distorted geometry (the ωB97M-V functional and the def2-TZVPD basis).

Output
Lowest unoccupied orbital energy = 0.796 eV
Relative energy (zero: lowest compared OMol25 entry of this formula, charge and spin) = 145.9 kJ/mol

Each line ends with the Mulliken charge.
CARTESIAN COORDINATES (ANGSTROEM)
C -0.504 -1.193 -0.218  -0.13
N 0.842 -1.080 -0.164  -0.06
C 1.507 -0.841 1.089  -0.61
O -1.143 -1.076 0.850  -0.56
H -1.140 -1.170 -1.143  0.45
H 1.337 -1.141 -1.013  0.22
H 0.877 0.103 1.535  0.16
H 2.527 -0.509 0.994  0.33
H 1.465 -1.679 1.799  0.24
H -0.871 1.011 0.645  0.30
H -1.705 2.143 1.391  0.29
O -1.353 1.895 0.566  -0.71
H -0.899 1.229 -2.850  0.32
H -0.650 1.342 -1.323  0.39
O -0.290 0.966 -2.160  -0.61

# 2
Entry from the Open Molecules 2025 dataset: the molecule C2H5N3 at a distorted geometry (the ωB97M-V functional and the def2-TZVPD basis).

Output
Lowest unoccupied orbital energy = 0.915 eV
Relative energy (zero: lowest compared OMol25 entry of this formula, charge and spin) = 448.9 kJ/mol

Each line ends with the Mulliken charge.
CARTESIAN COORDINATES (ANGSTROEM)
C 2.428 -0.625 0.156  -0.65
C 1.461 0.056 -0.095  0.28
N -1.741 -0.517 -0.064  -0.29
N 0.343 0.681 -0.210  -0.34
N -0.955 0.285 0.685  -0.31
H 3.378 -0.695 0.597  0.29
H -1.314 -1.383 -0.335  0.24
H -2.514 -0.063 -0.558  0.21
H 0.144 1.045 -1.113  0.29
H -1.231 1.216 0.936  0.28

# 3
Entry from the Open Molecules 2025 dataset: a structure of composition C5H6Cl2N2O4RhSc at a distorted geometry (the ωB97M-V functional and the def2-TZVPD basis).

Output
Lowest unoccupied orbital energy (alpha / beta) = -16.567 / -20.998 eV
<S²> = 6.034
Net charge = +4
Multiplicity = 5

Each line ends with the Mulliken spin population.
CARTESIAN COORDINATES (ANGSTROEM)
Rh 0.058 0.596 -3.693  1.36
Sc -0.657 0.887 -0.510  0.78
Cl -0.343 -1.100 -1.998  0.75
Cl -1.191 2.488 -2.199  0.06
C 1.420 1.478 -0.847  0.06
C 1.000 -0.672 -4.606  -0.08
C 0.492 1.960 -4.828  -0.07
O 2.468 1.930 -1.061  0.10
O 1.558 -1.557 -5.123  -0.01
O 0.765 2.826 -5.552  0.03
C -2.156 -0.869 3.171  0.06
N -0.702 -1.063 3.160  0.59
C 0.119 -0.529 2.269  -0.08
N 1.447 -0.781 2.342  0.38
O -0.315 0.235 1.322  -0.01
H -2.479 -0.305 2.294  0.00
H -2.445 -0.322 4.074  0.06
H -2.650 -1.847 3.176  0.05
H -0.265 -1.633 3.884  -0.03
H 2.061 -0.326 1.673  -0.01
H 1.815 -1.395 3.052  -0.01

Sequential M output: 95.10; 71.08; 376.88 g/mol